The following is a quantum chemistry calculation of a cluster of 2 separate species, C3H10NPSi in total in a non-equilibrium geometry, from OMol25.

XYZ file:
```
16
Properties=species:S:1:pos:R:3:nbo_charge:R:1
C -0.579 1.128 0.496 -1.065
C 2.239 -0.400 0.160 -1.121
C -0.363 -2.139 -0.400 -1.109
N -0.611 3.230 -1.317 -1.125
Si 0.336 -0.603 0.473 1.171
P -1.905 4.079 -1.538 0.735
H 0.177 1.594 -0.064 0.231
H -1.548 1.072 -0.091 0.236
H -0.846 1.518 1.519 0.249
H 2.912 -1.310 0.298 0.251
H 2.245 0.044 -0.898 0.220
H 2.587 0.463 0.801 0.233
H -0.794 -2.755 0.315 0.237
H -1.171 -1.813 -0.964 0.226
H 0.285 -2.798 -1.059 0.240
H 0.342 3.674 -1.525 0.390
```

Results
Calculated total energy in eV: -21925.624
Energy above the lowest of the compared OMol25 structures with the same formula, charge and spin in eV: 3.660
HOMO-LUMO gap (spin up / spin down) in eV: 5.34 / 7.19
LUMO (spin up / spin down) in eV: -0.586 / -0.551
Multiplicity: 1
M in g mol⁻¹: 119.2